1.
A gas-phase ion, C3H7N2O (charge +1), computed with the ωB97M-V functional and the def2-TZVPD basis.

Structure (XYZ):
```
13
Properties=species:S:1:pos:R:3:mulliken_charge:R:1
C 0.04 0.95 -2.49 -0.35
C -0.09 -0.25 -0.31 0.16
C -0.01 0.39 1.00 -0.04
N -0.30 0.42 -1.41 -0.03
N 0.05 -0.70 2.02 -0.65
O -0.16 -1.54 -0.42 -0.33
H 1.16 1.13 -2.81 0.31
H -0.73 1.28 -3.17 0.34
H -0.77 1.10 1.31 0.36
H 1.04 0.79 1.06 0.31
H 0.69 -0.43 2.76 0.23
H -0.01 -1.98 0.39 0.42
H -0.89 -1.16 2.05 0.28
```

**F_max**: 0.108 Eh/bohr
**Frontier orbital gap (alpha / beta)**: 6.374 / 5.824 eV
**Energy above the lowest of the compared OMol25 structures with the same formula, charge and spin**: 1.3463 eV
**Net charge**: +1
**Multiplicity**: 3
**HOMO (alpha / beta)**: -11.26 / -14.82 eV

***

2.
2 unconnected molecules or ions with the total composition C4H9N2O, computed with the ωB97M-V functional and the def2-TZVPD basis.

Structure (XYZ):
```
16
Properties=species:S:1:pos:R:3:mulliken_charge:R:1
C -2.23 -0.89 0.05 -0.53
C -2.27 1.54 -0.15 0.07
C 1.19 -0.83 -0.25 0.16
C 1.91 1.42 0.07 -0.59
N -2.47 0.39 -0.09 0.10
N 0.41 -1.78 0.05 -0.49
O 0.86 0.40 0.02 -0.36
H -2.52 -1.31 1.13 0.29
H -2.93 -1.39 -0.56 0.36
H -2.60 2.52 -0.01 0.40
H 2.28 -1.12 -0.60 0.30
H 2.57 1.03 -0.66 0.33
H 2.23 1.47 1.22 0.25
H 1.62 2.47 -0.23 0.23
H -1.18 -1.31 0.15 0.30
H 0.60 -2.73 -0.12 0.19
```

**F_max**: 0.155 Eh/bohr
**Frontier orbital gap (alpha / beta)**: 8.803 / 8.803 eV
**Energy above the lowest of the compared OMol25 structures with the same formula, charge and spin**: 5.4653 eV
**Net charge**: +1
**HOMO (alpha / beta)**: -13.65 / -13.65 eV

***

3.
3 unconnected molecules or ions with the total composition C25H43F4N4O2P, computed with the ωB97M-V functional and the def2-TZVPD basis.

Structure (XYZ):
```
79
Properties=species:S:1:pos:R:3:mulliken_charge:R:1
C 2.10 -4.47 0.57 -1.23
C 0.69 -4.84 1.08 0.14
N -0.35 -4.88 0.04 -0.38
C -0.99 -3.62 -0.15 0.32
C -0.47 -2.69 -1.02 -0.63
C -1.12 -1.46 -1.25 0.10
N -0.60 -0.59 -2.16 -0.75
C -1.28 0.49 -2.33 0.63
O -0.87 1.39 -3.24 -0.43
C -2.48 0.81 -1.62 -0.12
P -3.38 2.38 -2.00 -0.13
N -4.35 2.37 -0.62 -0.39
O -2.22 3.52 -1.77 -0.41
N -2.96 -0.01 -0.73 -0.14
C -2.29 -1.18 -0.53 0.00
C -2.82 -2.09 0.43 -0.09
C -4.06 -1.65 1.17 1.32
F -3.87 -0.46 1.77 -0.29
F -4.41 -2.49 2.16 -0.36
C -5.31 -1.53 0.20 0.14
F -6.31 -2.32 0.67 -0.32
F -5.78 -0.28 0.18 -0.24
C -2.18 -3.32 0.60 0.64
C -2.67 -4.40 1.53 -2.18
H 2.86 -5.09 1.03 0.37
H 2.13 -4.57 -0.51 0.28
H 2.31 -3.42 0.78 0.28
H 0.70 -5.76 1.66 0.51
H 0.38 -4.05 1.77 -0.18
H 0.05 -5.16 -0.85 0.48
H 0.43 -2.91 -1.57 0.37
H 0.08 1.28 -3.38 0.32
H -4.98 3.15 -0.61 0.27
H -3.83 2.32 0.26 0.20
H -1.70 3.38 -0.97 0.32
H -5.08 -1.87 -0.81 0.30
H -3.50 -4.94 1.09 0.38
H -2.93 -4.03 2.51 0.45
H -1.89 -5.14 1.68 0.41
C 4.11 3.79 -6.60 -1.23
C 2.66 3.99 -6.19 -0.15
C 2.43 5.21 -5.30 -0.69
C 3.17 5.17 -3.96 -0.78
C 2.84 3.96 -3.08 -0.45
C 1.37 3.89 -2.68 -0.97
H 4.76 3.63 -5.74 0.28
H 4.22 2.93 -7.26 0.39
H 4.48 4.67 -7.14 0.29
H 2.30 3.08 -5.69 0.07
H 2.05 4.10 -7.09 0.37
H 1.36 5.33 -5.13 0.31
H 2.75 6.10 -5.84 0.39
H 2.93 6.08 -3.41 0.36
H 4.25 5.20 -4.13 0.33
H 3.45 4.01 -2.18 0.38
H 3.13 3.04 -3.59 0.21
H 1.07 4.79 -2.13 0.34
H 1.19 3.03 -2.02 0.28
H 0.71 3.79 -3.54 0.29
C 2.71 -1.88 6.17 -1.18
C 2.21 -0.52 5.69 -0.37
C 0.71 -0.30 5.91 -0.77
C -0.19 -1.28 5.16 -1.01
C 0.00 -1.29 3.64 0.59
C -0.32 0.02 2.94 -1.22
H 2.23 -2.70 5.62 0.27
H 3.78 -1.97 6.02 0.37
H 2.50 -2.01 7.23 0.30
H 2.46 -0.39 4.63 0.24
H 2.75 0.27 6.23 0.40
H 0.46 0.72 5.62 0.30
H 0.50 -0.38 6.98 0.43
H -1.23 -1.03 5.38 0.42
H -0.04 -2.29 5.54 0.32
H -0.66 -2.06 3.22 -0.23
H 1.03 -1.60 3.40 0.22
H -1.36 0.30 3.13 0.25
H -0.18 -0.10 1.87 0.24
H 0.32 0.85 3.27 0.42
```

**F_max**: 0.028 Eh/bohr
**Frontier orbital gap**: 8.199 eV
**SMILES**: CCNc1cc2nc(O)c(P(N)O)nc2c(C(F)(F)C(F)F)c1C.CCCCCC.CCCCCC
**Net charge**: 0
**HOMO**: -8.71 eV

***

4.
15 unconnected molecules or ions with the total composition H30O15, computed with the ωB97M-V functional and the def2-TZVPD basis.

Structure (XYZ):
```
45
Properties=species:S:1:pos:R:3:mulliken_charge:R:1
O -2.86 1.26 -1.02 -0.61
H -2.81 2.04 -0.46 0.23
H -2.21 1.42 -1.72 0.39
O -3.69 -1.52 -2.95 -0.71
H -4.07 -0.64 -3.04 0.34
H -4.14 -2.01 -2.26 0.33
O -0.13 0.96 0.21 -0.54
H -0.98 0.58 -0.02 0.24
H -0.20 1.93 0.23 0.23
O -1.32 -1.35 1.81 -0.61
H -0.45 -1.71 2.02 0.38
H -1.60 -1.71 0.96 0.39
O 2.86 -2.41 -0.35 -0.65
H 3.06 -3.37 -0.32 0.31
H 2.36 -2.46 -1.17 0.33
O -1.71 -1.59 -1.00 -0.67
H -2.03 -0.83 -0.50 0.27
H -2.36 -1.62 -1.73 0.31
O 1.82 0.79 1.83 -0.82
H 1.61 0.56 2.73 0.34
H 1.00 0.72 1.27 0.63
O -0.29 0.31 -4.08 -0.67
H -0.33 0.63 -5.01 0.31
H -0.97 -0.37 -3.94 0.32
O 0.74 -2.87 -2.11 -0.71
H 0.02 -3.07 -2.71 0.27
H 0.25 -2.38 -1.44 0.43
O 2.30 3.87 0.66 -0.61
H 2.56 3.49 1.50 0.31
H 3.03 3.66 0.06 0.30
O 0.73 -0.18 4.48 -0.77
H -0.20 -0.01 4.43 0.30
H 0.94 -1.02 3.93 0.42
O 3.51 -1.23 1.88 -0.83
H 3.19 -0.32 1.60 0.42
H 3.41 -1.74 1.04 0.44
O -1.28 3.84 1.11 -0.65
H -2.09 3.55 1.52 0.32
H -0.66 3.73 1.83 0.31
O -0.87 2.51 -2.48 -0.65
H -0.38 1.80 -2.89 0.36
H -0.51 3.39 -2.65 0.27
O 1.17 -2.13 2.95 -0.82
H 1.70 -2.85 3.34 0.33
H 1.90 -1.62 2.46 0.48
```

**F_max**: 0.040 Eh/bohr
**Frontier orbital gap**: 9.932 eV
**Energy above the lowest of the compared OMol25 structures with the same formula, charge and spin**: 1.1476 eV
**Net charge**: 0
**HOMO**: -10.08 eV

***

5.
A molecular structure, C43H33Ge2MoNO4, computed with the ωB97M-V functional and the def2-TZVPD basis.

Structure (XYZ):
```
84
Properties=species:S:1:pos:R:3:mulliken_charge:R:1
Mo -0.26 0.81 1.59 0.14
O -0.36 1.70 8.50 -0.71
C -0.25 0.58 7.99 0.45
O -0.17 -0.55 8.49 -0.73
C -0.20 0.59 6.43 0.29
C -0.05 -0.61 5.73 -0.90
C -0.01 -0.60 4.36 -0.64
N -0.08 0.55 3.67 0.17
C -0.23 1.72 4.33 0.81
C -0.30 1.77 5.70 -0.77
C -0.33 2.97 3.45 0.16
O -0.90 3.94 3.91 -0.67
O 0.22 2.86 2.26 -0.56
H 0.01 -1.53 6.30 0.49
H 0.07 -1.49 3.76 0.60
H -0.43 2.71 6.21 0.58
C 3.27 0.02 2.41 -1.39
Ge 2.03 -0.10 0.87 2.04
C 2.29 -1.94 0.22 -0.04
C 3.57 -2.36 -0.15 -0.34
C 3.79 -3.65 -0.60 -0.76
C 2.73 -4.54 -0.70 -0.54
C 1.46 -4.14 -0.33 -0.69
C 1.24 -2.84 0.12 0.17
C 2.69 1.25 -0.43 0.24
C 3.04 2.45 0.14 -0.59
C 3.53 3.53 -0.63 -1.06
C 3.69 3.40 -1.98 -0.99
C 3.33 2.19 -2.62 1.33
C 3.45 2.04 -4.02 -0.92
C 3.06 0.89 -4.65 -0.71
C 2.54 -0.18 -3.89 -0.75
C 2.42 -0.07 -2.54 -0.07
C 2.81 1.11 -1.85 0.55
H 4.31 -0.07 2.10 0.40
H 3.04 -0.78 3.11 0.39
H 3.14 0.97 2.93 0.39
H 4.40 -1.67 -0.08 0.35
H 4.79 -3.96 -0.89 0.40
H 2.89 -5.55 -1.06 0.38
H 0.62 -4.83 -0.41 0.46
H 0.24 -2.53 0.41 0.18
H 2.92 2.60 1.20 0.17
H 3.78 4.46 -0.14 0.42
H 4.08 4.21 -2.57 0.36
H 3.85 2.87 -4.60 0.37
H 3.15 0.80 -5.72 0.39
H 2.23 -1.09 -4.38 0.44
H 2.03 -0.89 -1.96 -0.05
C -1.24 -0.47 0.89 -0.92
Ge -2.31 -0.44 -0.72 2.03
C -1.46 1.24 -1.32 -0.04
C -1.36 2.28 -0.39 -1.84
C -0.57 3.40 -0.63 -0.57
C 0.10 3.51 -1.84 -0.58
C -0.03 2.51 -2.79 -0.25
C -0.80 1.38 -2.54 0.01
C -4.21 -0.21 -0.31 -0.18
C -4.61 -0.17 1.02 -0.48
C -5.95 0.02 1.34 -0.60
C -6.89 0.17 0.34 -0.43
C -6.50 0.12 -0.99 -0.67
C -5.16 -0.06 -1.31 -0.09
C -2.05 -1.89 -1.99 -0.13
C -0.80 -2.09 -2.58 0.47
C -0.60 -3.15 -3.45 -0.68
C -1.64 -4.03 -3.73 -0.70
C -2.88 -3.84 -3.14 -0.66
C -3.08 -2.78 -2.27 -0.73
H -1.99 2.27 0.51 1.19
H -0.48 4.17 0.13 0.41
H 0.73 4.37 -2.03 0.40
H 0.50 2.59 -3.74 0.48
H -0.86 0.60 -3.28 0.46
H -3.88 -0.28 1.81 0.33
H -6.25 0.05 2.38 0.42
H -7.94 0.31 0.59 0.38
H -7.23 0.24 -1.78 0.38
H -4.86 -0.09 -2.36 0.43
H 0.02 -1.43 -2.35 0.28
H 0.38 -3.31 -3.89 0.44
H -1.48 -4.86 -4.40 0.39
H -3.69 -4.53 -3.35 0.41
H -4.05 -2.64 -1.80 0.40
```

**F_max**: 0.020 Eh/bohr
**Frontier orbital gap (alpha / beta)**: 7.391 / 7.388 eV
**Energy above the lowest of the compared OMol25 structures with the same formula, charge and spin**: 0.7624 eV
**Net charge**: -1
**Multiplicity**: 2
**HOMO (alpha / beta)**: -5.58 / -5.58 eV